A 2-piece molecular cluster, C2H4O2 overall in a non-equilibrium geometry, computed with the ωB97M-V functional and the def2-TZVPD basis.

```
! wB97M-V def2-TZVPD RIJCOSX def2/J DEFGRID3
* xyz 0 1
C -0.29 -0.63 -1.51
O -1.00 -1.17 -0.67
H -0.38 0.52 -1.67
H 0.39 -1.05 -2.38
C 1.13 0.96 1.05
O -0.07 0.74 1.27
H 1.87 0.12 1.44
H 1.61 1.86 0.53
*
```

Summary:
Kohn-Sham gap	0.3803	Ha
SMILES string	C=O.C=O
F_max	3.85	eV/A
ΔE to the lowest compared entry with this formula, charge and spin	71.0	kcal per mole
HOMO level	-10.109	eV

Löwdin population analysis, charges in e, atoms 1 to 2:
1 C -0.167
2 O -0.028